# 1
Below is a 17-piece molecular cluster, C66H104N2O32 overall at a distorted geometry, with properties calculated with the ωB97M-V functional and the def2-TZVPD basis.

Each line ends with the Löwdin charge.
Geometry (Å):
C  -19.125  18.546  -16.804  0.02
C  -17.639  18.437  -16.881  -0.56
O  -16.974  18.560  -15.857  0.00
N  -17.033  18.203  -18.064  0.04
C  -15.543  18.221  -18.172  -0.03
H  -19.197  19.616  -16.609  0.09
H  -19.460  17.945  -15.958  0.08
H  -19.583  18.266  -17.753  0.08
H  -17.607  18.207  -18.895  0.08
H  -14.951  18.156  -17.260  0.08
H  -15.225  19.182  -18.575  0.08
H  -15.383  17.301  -18.735  0.06
C  -12.369  17.170  -26.704  -0.01
C  -12.344  17.715  -25.313  -0.60
O  -11.323  18.228  -24.919  0.06
N  -13.532  17.661  -24.682  0.05
C  -13.903  18.228  -23.305  -0.02
H  -11.885  17.969  -27.266  0.09
H  -13.349  17.026  -27.160  0.08
H  -11.775  16.270  -26.866  0.08
H  -14.335  17.138  -25.002  0.11
H  -13.774  17.547  -22.463  0.06
H  -14.957  18.500  -23.246  0.08
H  -13.336  19.132  -23.088  0.09
O  -10.151  8.177  -15.464  0.10
C  -10.052  9.065  -14.650  -0.49
O  -9.701  8.804  -13.385  0.04
C  -9.377  10.019  -12.690  -0.13
C  -9.079  10.990  -13.870  -0.14
C  -10.095  10.545  -14.913  -0.09
H  -8.471  9.946  -12.089  0.11
H  -10.041  10.347  -11.890  0.11
H  -8.072  11.092  -14.274  0.12
H  -9.248  12.021  -13.561  0.11
H  -9.917  10.844  -15.946  0.11
H  -11.093  10.968  -14.798  0.11
O  -20.431  16.054  -20.180  0.07
C  -20.285  14.849  -20.489  -0.46
O  -19.674  14.020  -19.634  0.04
C  -19.726  12.709  -20.122  -0.16
C  -20.748  12.750  -21.373  -0.11
C  -20.705  14.209  -21.748  -0.09
H  -20.134  12.073  -19.337  0.12
H  -18.790  12.269  -20.467  0.10
H  -21.672  12.413  -20.904  0.12
H  -20.360  12.010  -22.072  0.10
H  -21.566  14.483  -22.358  0.14
H  -19.879  14.419  -22.427  0.12
O  -13.071  20.280  -18.908  0.04
C  -12.317  19.487  -19.539  -0.47
O  -12.759  18.446  -20.105  0.06
C  -11.701  17.739  -20.764  -0.21
C  -10.652  18.692  -21.007  -0.16
C  -10.804  19.718  -19.885  -0.02
H  -12.054  17.164  -21.620  0.09
H  -11.545  16.926  -20.055  0.12
H  -10.862  19.050  -22.015  0.12
H  -9.783  18.038  -20.941  0.13
H  -10.736  20.714  -20.324  0.12
H  -10.212  19.544  -18.986  0.13
O  -18.725  16.391  -12.976  0.11
C  -19.262  17.464  -13.083  -0.49
O  -20.510  17.657  -13.577  0.00
C  -21.015  19.079  -13.567  -0.11
C  -20.019  19.738  -12.650  -0.18
C  -18.793  18.843  -12.726  -0.09
H  -22.045  19.200  -13.231  0.12
H  -20.935  19.610  -14.516  0.11
H  -20.444  19.617  -11.654  0.11
H  -19.730  20.768  -12.859  0.12
H  -18.363  18.841  -11.724  0.13
H  -18.260  19.162  -13.621  0.12
O  -12.835  15.340  -17.559  0.09
C  -11.659  14.968  -17.465  -0.34
O  -10.959  14.851  -16.221  0.03
C  -9.740  14.257  -16.383  -0.24
C  -9.819  13.582  -17.693  -0.15
C  -10.807  14.373  -18.583  -0.04
H  -9.514  13.445  -15.692  0.12
H  -8.915  14.965  -16.303  0.13
H  -10.034  12.536  -17.476  0.11
H  -8.781  13.695  -18.005  0.12
H  -11.398  13.929  -19.384  0.11
H  -10.245  15.176  -19.061  0.12
O  -17.452  18.370  -20.698  0.13
C  -17.345  17.291  -21.204  -0.40
O  -16.555  16.287  -20.611  0.00
C  -16.433  15.184  -21.436  -0.20
C  -16.770  15.791  -22.762  -0.18
C  -17.804  16.828  -22.533  -0.06
H  -17.082  14.341  -21.198  0.11
H  -15.405  14.825  -21.388  0.13
H  -17.119  15.046  -23.477  0.12
H  -15.888  16.195  -23.258  0.10
H  -18.814  16.469  -22.731  0.13
H  -17.634  17.626  -23.255  0.13
O  -14.099  11.978  -15.955  0.03
C  -14.706  12.795  -16.709  -0.42
O  -15.503  13.723  -16.118  0.01
C  -16.278  14.508  -16.966  -0.15
C  -15.843  14.064  -18.330  -0.13
C  -14.838  12.853  -18.194  -0.04
H  -16.152  15.590  -17.011  0.13
H  -17.295  14.123  -16.891  0.13
H  -15.225  14.870  -18.727  0.09
H  -16.670  13.807  -18.991  0.10
H  -13.939  13.122  -18.749  0.11
H  -15.063  11.850  -18.555  0.11
O  -22.489  8.602  -18.548  0.07
C  -21.452  8.387  -19.209  -0.48
O  -21.235  8.663  -20.486  0.04
C  -19.890  8.394  -20.921  -0.15
C  -19.136  8.040  -19.682  -0.14
C  -20.264  7.652  -18.696  -0.07
H  -19.509  9.287  -21.416  0.11
H  -19.845  7.564  -21.626  0.13
H  -18.570  8.912  -19.355  0.08
H  -18.434  7.209  -19.760  0.12
H  -19.990  7.744  -17.646  0.12
H  -20.655  6.641  -18.805  0.14
O  -15.386  5.281  -22.451  0.12
C  -14.893  6.360  -22.268  -0.55
O  -15.609  7.209  -21.572  0.03
C  -14.891  8.370  -21.240  -0.14
C  -13.586  8.234  -21.943  -0.14
C  -13.642  6.964  -22.776  -0.04
H  -14.796  8.350  -20.155  0.11
H  -15.502  9.228  -21.521  0.12
H  -12.697  8.287  -21.314  0.11
H  -13.404  9.053  -22.639  0.10
H  -12.799  6.290  -22.625  0.14
H  -13.847  7.257  -23.806  0.12
O  -10.870  15.168  -22.165  0.13
C  -11.494  14.507  -22.931  -0.48
O  -11.428  14.841  -24.216  0.04
C  -12.375  14.066  -24.914  -0.17
C  -12.686  12.897  -24.032  -0.16
C  -12.084  13.116  -22.693  -0.06
H  -11.782  13.935  -25.819  0.13
H  -13.188  14.757  -25.135  0.11
H  -12.234  11.982  -24.414  0.13
H  -13.763  13.061  -24.013  0.11
H  -11.279  12.413  -22.480  0.14
H  -12.820  13.019  -21.896  0.12
O  -11.435  8.564  -18.766  0.13
C  -12.398  7.885  -18.586  -0.51
O  -12.637  6.735  -19.198  0.05
C  -13.798  6.138  -18.625  -0.12
C  -14.390  7.242  -17.726  -0.22
C  -13.365  8.250  -17.454  -0.06
H  -13.682  5.388  -17.842  0.13
H  -14.526  5.793  -19.359  0.12
H  -14.674  6.830  -16.758  0.11
H  -15.367  7.574  -18.075  0.10
H  -12.997  7.931  -16.478  0.13
H  -13.884  9.202  -17.566  0.13
O  -17.019  12.066  -22.715  0.05
C  -16.714  11.178  -23.548  -0.45
O  -15.862  11.426  -24.532  0.01
C  -15.379  10.106  -25.174  -0.04
C  -16.445  9.075  -24.668  -0.13
C  -17.377  9.766  -23.629  -0.05
H  -14.389  9.738  -24.904  0.11
H  -15.533  10.256  -26.243  0.12
H  -15.951  8.260  -24.139  0.09
H  -16.926  8.782  -25.601  0.11
H  -17.548  9.130  -22.760  0.10
H  -18.405  9.818  -23.987  0.12
O  -11.948  16.038  -12.704  0.05
C  -13.040  16.304  -13.263  -0.42
O  -13.492  17.560  -13.496  0.02
C  -14.844  17.628  -13.893  -0.14
C  -15.349  16.178  -13.601  -0.14
C  -14.085  15.311  -13.732  -0.07
H  -14.891  17.730  -14.977  0.10
H  -15.485  18.335  -13.365  0.12
H  -16.252  15.900  -14.144  0.09
H  -15.623  15.941  -12.573  0.11
H  -13.813  15.051  -14.755  0.11
H  -14.112  14.488  -13.017  0.12
O  -17.860  10.691  -18.292  0.06
C  -18.126  10.446  -17.116  -0.44
O  -19.390  10.453  -16.666  0.05
C  -19.449  10.424  -15.223  -0.10
C  -17.994  10.681  -14.903  -0.19
C  -17.143  10.193  -15.984  -0.09
H  -19.811  9.521  -14.732  0.13
H  -19.983  11.231  -14.720  0.13
H  -17.548  10.166  -14.052  0.11
H  -17.746  11.718  -14.679  0.13
H  -16.919  9.127  -16.031  0.13
H  -16.138  10.616  -15.981  0.11
O  -12.461  11.226  -12.706  0.10
C  -13.625  10.928  -12.437  -0.55
O  -14.328  11.603  -11.659  0.11
C  -15.618  11.081  -11.631  -0.15
C  -15.282  9.565  -11.720  -0.14
C  -14.336  9.712  -12.830  -0.10
H  -16.338  11.421  -12.375  0.12
H  -16.169  11.123  -10.692  0.13
H  -16.274  9.127  -11.834  0.12
H  -14.813  9.210  -10.802  0.13
H  -14.963  9.917  -13.698  0.12
H  -13.702  8.867  -13.100  0.14

Results
**Frontier orbital gap**: 8.28 eV
**Largest force on an atom**: 7.0 eV/A

=====

# 2
Below is a 8-piece molecular cluster, C66H144BF6N7O4S2 overall at a distorted geometry, with properties calculated with the ωB97M-V functional and the def2-TZVPD basis.

Each line ends with the Löwdin charge.
Geometry (Å):
B  -3.104  4.514  -4.374  -1.42
F  -2.969  3.148  -4.638  0.08
F  -4.399  4.672  -3.921  0.12
F  -2.124  4.874  -3.515  0.14
F  -3.005  5.221  -5.547  0.14
C  -5.063  -1.523  -1.609  -0.08
C  -4.400  -0.120  -1.801  -0.25
C  -5.309  1.018  -1.383  -0.19
C  -4.457  2.280  -1.518  -0.06
N  -5.170  3.373  -0.651  -0.13
C  -4.150  4.557  -0.636  -0.09
C  -3.586  4.503  0.705  -0.20
C  -4.735  4.170  1.613  -0.15
C  -5.290  2.973  0.858  -0.07
C  -6.577  3.775  -1.211  -0.10
C  -7.285  4.941  -0.577  -0.24
C  -8.782  4.892  -0.788  -0.08
H  -6.010  -1.643  -2.136  0.08
H  -5.352  -1.591  -0.560  0.05
H  -4.362  -2.311  -1.886  0.07
H  -4.078  0.058  -2.827  0.12
H  -3.432  -0.102  -1.300  0.07
H  -5.665  0.746  -0.389  0.11
H  -6.197  1.061  -2.015  0.13
H  -4.336  2.565  -2.563  0.14
H  -3.563  2.145  -0.909  0.10
H  -4.748  5.454  -0.795  0.14
H  -3.384  4.498  -1.409  0.12
H  -3.123  5.463  0.935  0.14
H  -2.835  3.715  0.647  0.09
H  -5.390  5.000  1.878  0.12
H  -4.352  4.009  2.621  0.11
H  -6.353  2.843  1.057  0.13
H  -4.798  2.026  1.080  0.13
H  -7.174  2.872  -1.087  0.11
H  -6.520  3.851  -2.297  0.15
H  -6.827  5.850  -0.968  0.12
H  -7.078  4.962  0.493  0.09
H  -8.956  5.302  -1.783  0.09
H  -9.316  5.617  -0.173  0.08
H  -9.316  3.944  -0.722  0.08
C  0.633  7.515  6.591  -0.09
C  1.750  6.471  6.323  -0.21
C  1.725  5.467  5.101  -0.15
C  0.433  4.530  5.095  -0.05
N  0.482  3.331  4.066  -0.13
C  1.351  2.114  4.647  -0.07
C  0.420  1.456  5.673  -0.15
C  -0.982  1.545  5.079  -0.14
C  -0.918  2.620  4.001  -0.09
C  1.023  3.735  2.650  -0.09
C  0.153  4.870  1.998  -0.19
C  0.521  5.143  0.527  -0.08
H  0.250  7.539  7.611  0.07
H  -0.251  7.635  5.965  0.07
H  1.192  8.450  6.627  0.07
H  2.006  5.937  7.238  0.11
H  2.597  7.147  6.203  0.10
H  2.616  4.840  5.063  0.10
H  1.807  6.009  4.159  0.09
H  -0.444  5.137  4.872  0.13
H  0.445  4.066  6.081  0.12
H  1.473  1.331  3.899  0.09
H  2.327  2.460  4.987  0.13
H  0.625  0.409  5.900  0.11
H  0.532  2.039  6.587  0.11
H  -1.275  0.538  4.783  0.11
H  -1.753  1.909  5.758  0.12
H  -0.926  2.084  3.052  0.09
H  -1.789  3.275  3.958  0.13
H  1.109  2.860  2.005  0.10
H  2.048  4.075  2.796  0.12
H  0.243  5.761  2.618  0.10
H  -0.867  4.486  1.973  0.08
H  0.437  4.265  -0.113  0.04
H  1.563  5.439  0.412  0.07
H  0.003  6.016  0.128  0.10
C  1.866  5.239  -2.446  -0.09
C  2.198  4.938  -3.926  -0.24
C  1.602  3.669  -4.425  -0.20
C  2.209  3.348  -5.758  -0.10
N  2.023  1.904  -6.276  -0.15
C  0.460  1.540  -6.405  0.01
C  0.363  0.188  -5.639  -0.14
C  1.439  0.277  -4.650  -0.22
C  2.651  0.907  -5.298  -0.08
C  2.636  1.823  -7.722  -0.11
C  4.155  1.775  -7.752  -0.23
C  4.777  1.942  -9.160  -0.08
H  2.167  4.342  -1.906  0.06
H  0.816  5.500  -2.312  0.08
H  2.446  6.099  -2.113  0.08
H  3.282  4.998  -4.027  0.11
H  1.782  5.734  -4.543  0.13
H  0.518  3.765  -4.483  0.13
H  1.726  2.845  -3.722  0.09
H  3.280  3.477  -5.603  0.12
H  1.965  3.938  -6.641  0.15
H  0.112  1.479  -7.436  0.14
H  -0.067  2.279  -5.801  0.12
H  0.584  -0.586  -6.374  0.11
H  -0.595  0.017  -5.147  0.13
H  1.737  -0.706  -4.286  0.10
H  1.083  0.780  -3.751  0.08
H  3.058  0.103  -5.911  0.12
H  3.277  1.319  -4.507  0.14
H  2.166  2.624  -8.293  0.14
H  2.252  0.909  -8.176  0.13
H  4.588  0.839  -7.398  0.10
H  4.466  2.622  -7.140  0.10
H  4.414  2.879  -9.582  0.08
H  4.387  1.223  -9.880  0.08
H  5.860  1.815  -9.178  0.09
C  1.789  -1.947  3.875  -0.09
C  3.146  -1.755  4.571  -0.21
C  4.260  -1.482  3.524  -0.15
C  4.172  -0.040  2.946  -0.13
N  5.068  0.164  1.763  -0.18
C  4.666  -0.699  0.502  -0.08
C  3.667  0.095  -0.272  -0.17
C  4.367  1.455  -0.196  -0.14
C  4.833  1.610  1.250  -0.06
C  6.523  -0.107  2.160  -0.08
C  6.987  0.756  3.437  -0.19
C  8.401  0.328  3.904  -0.08
H  1.813  -2.705  3.092  0.07
H  1.402  -1.005  3.486  0.04
H  0.995  -2.180  4.583  0.07
H  3.478  -2.581  5.199  0.12
H  3.073  -0.953  5.306  0.10
H  4.366  -2.326  2.841  0.11
H  5.221  -1.576  4.029  0.11
H  4.226  0.782  3.660  0.13
H  3.219  0.150  2.453  0.11
H  5.570  -0.939  -0.056  0.14
H  4.280  -1.692  0.736  0.11
H  3.466  -0.370  -1.237  0.13
H  2.683  0.281  0.159  0.09
H  5.100  1.319  -0.991  0.13
H  3.672  2.285  -0.326  0.12
H  5.752  2.188  1.351  0.14
H  4.033  2.107  1.798  0.12
H  7.151  0.183  1.317  0.13
H  6.622  -1.186  2.274  0.13
H  6.361  0.497  4.291  0.09
H  6.758  1.820  3.369  0.11
H  8.614  -0.736  4.008  0.08
H  8.645  0.858  4.825  0.09
H  9.136  0.642  3.163  0.08
C  4.495  -9.333  -2.252  -0.11
C  3.441  -8.622  -3.024  -0.27
C  3.506  -7.070  -3.005  -0.16
C  2.347  -6.291  -3.717  -0.07
N  2.459  -4.759  -3.594  -0.20
C  1.174  -4.145  -4.188  -0.10
C  1.408  -4.034  -5.705  -0.12
C  2.921  -3.684  -5.824  -0.11
C  3.593  -4.230  -4.519  -0.05
C  2.722  -4.188  -2.192  -0.11
C  1.531  -4.369  -1.231  -0.18
C  1.825  -3.637  0.131  -0.08
H  4.710  -10.319  -2.665  0.09
H  4.119  -9.448  -1.235  0.08
H  5.474  -8.853  -2.264  0.08
H  2.477  -9.103  -2.860  0.12
H  3.577  -8.865  -4.078  0.11
H  4.433  -6.784  -3.502  0.11
H  3.507  -6.759  -1.960  0.10
H  1.390  -6.510  -3.243  0.13
H  2.324  -6.498  -4.787  0.14
H  1.058  -3.158  -3.741  0.12
H  0.239  -4.621  -3.893  0.14
H  0.753  -3.369  -6.269  0.12
H  1.172  -5.005  -6.140  0.11
H  3.044  -2.601  -5.841  0.09
H  3.472  -4.096  -6.669  0.12
H  4.011  -3.358  -4.016  0.12
H  4.219  -5.106  -4.690  0.12
H  3.026  -3.150  -2.329  0.12
H  3.593  -4.698  -1.781  0.13
H  1.244  -5.379  -0.939  0.12
H  0.597  -3.958  -1.613  0.10
H  1.940  -2.554  0.109  0.04
H  2.790  -3.983  0.503  0.07
H  1.079  -3.831  0.901  0.06
C  -6.468  -6.781  6.676  -0.07
C  -5.706  -5.467  6.247  -0.26
C  -5.125  -5.421  4.896  -0.21
C  -4.338  -4.093  4.515  -0.02
N  -3.528  -4.195  3.158  -0.16
C  -3.123  -2.798  2.675  -0.12
C  -1.792  -2.506  3.406  -0.14
C  -1.072  -3.888  3.567  -0.14
C  -2.147  -4.939  3.307  -0.08
C  -4.176  -4.900  1.909  -0.09
C  -5.596  -4.398  1.523  -0.23
C  -6.212  -5.088  0.334  -0.09
H  -7.462  -6.757  6.230  0.07
H  -6.604  -6.903  7.751  0.08
H  -6.035  -7.740  6.389  0.07
H  -4.879  -5.250  6.922  0.11
H  -6.457  -4.678  6.297  0.11
H  -5.946  -5.549  4.191  0.11
H  -4.530  -6.333  4.870  0.12
H  -3.517  -3.950  5.218  0.12
H  -4.972  -3.208  4.457  0.13
H  -2.800  -2.839  1.634  0.11
H  -3.955  -2.093  2.652  0.14
H  -1.160  -1.831  2.829  0.07
H  -2.127  -2.041  4.333  0.11
H  -0.234  -4.013  2.882  0.08
H  -0.504  -4.051  4.483  0.11
H  -1.946  -5.615  2.475  0.13
H  -2.150  -5.614  4.163  0.13
H  -4.152  -5.963  2.146  0.13
H  -3.479  -4.774  1.081  0.12
H  -5.605  -3.364  1.180  0.09
H  -6.268  -4.399  2.381  0.10
H  -6.348  -6.166  0.422  0.09
H  -5.609  -4.828  -0.536  0.08
H  -7.215  -4.706  0.147  0.09
N  -1.054  1.776  0.039  -0.23
S  -0.673  0.160  0.507  0.60
O  0.340  -0.630  -0.244  -0.32
O  -1.779  -0.627  1.005  -0.28
F  0.135  0.591  1.814  -0.22
S  -0.500  1.584  -1.376  0.48
O  -1.241  0.704  -2.314  -0.28
O  0.992  1.673  -1.517  -0.35
F  -0.833  3.077  -1.940  -0.19

Results
**Frontier orbital gap**: 8.84 eV
**Largest force on an atom**: 9.7 eV/A
**Total charge**: +4

=====

- Look up the largest force on an atom of the second one.
  9.7 eV/A

=====

- largest force on an atom of number 1 (C66H104N2O32)?
  7.0 eV/A

=====

- What is the formula in the first record?
  C66H104N2O32

=====

- Among the records above, which one has the lowest largest force on an atom?
  C66H104N2O32